1.
{
  "formula": "C2H3F2N",
  "method": "wB97M-V/def2-TZVPD",
  "symbols": ["C", "C", "N", "F", "F", "H", "H", "H"],
  "positions_angstrom": [[0.3110, 0.0093, -0.3510], [-0.7424, 0.8003, 0.3255], [-1.7214, 0.1218, -0.5368], [-0.6351, 2.1280, 0.0027], [-2.2912, -0.9701, 0.1407], [0.5112, 0.5240, -1.3655], [0.4292, -1.1164, -0.1116], [-1.0252, 0.8248, 1.3413]],
  "homo_energy_ev": [-9.907, -10.010],
  "charge": 0,
  "homo_lumo_gap_ev": [9.42, 9.51]
}

2.
{
  "formula": "C2H3F2NO",
  "method": "wB97M-V/def2-TZVPD",
  "symbols": ["C", "C", "N", "O", "F", "F", "H", "H", "H"],
  "positions_angstrom": [[0.3373, 1.6225, 0.4741], [1.2769, 0.4564, 0.1851], [-0.7227, -2.2313, -0.7211], [1.6873, 1.3921, 0.8746], [-1.6236, -1.9257, 0.2858], [-1.0827, -1.3545, -1.7078], [0.3172, 2.4977, -0.1977], [-0.3691, 1.3925, 1.2604], [0.1794, -1.8497, -0.4534]],
  "homo_energy_ev": -10.142,
  "charge": 0,
  "homo_lumo_gap_ev": 10.59
}

3.
{
  "formula": "C2H3F2NS",
  "method": "wB97M-V/def2-TZVPD",
  "symbols": ["F", "C", "F", "C", "N", "S", "H", "H", "H"],
  "positions_angstrom": [[1.2362, 0.6082, -1.2486], [0.3697, 1.0928, -0.2968], [1.0755, 1.3909, 0.9820], [-0.7088, 0.1884, 0.2703], [-0.6886, -1.0438, 0.3801], [0.5275, -2.0588, 0.0157], [0.2458, 2.0953, -0.7099], [-1.7317, 0.7905, 0.5196], [-0.3256, -3.0635, 0.0876]],
  "homo_energy_ev": -9.336,
  "smiles": "FC(F)/C=N\\S",
  "charge": 0,
  "homo_lumo_gap_ev": 9.93
}

4.
{
  "formula": "C2H3F2O3S",
  "method": "wB97M-V/def2-TZVPD",
  "symbols": ["C", "C", "O", "O", "O", "F", "F", "S", "H", "H", "H"],
  "positions_angstrom": [[-4.0287, -1.2831, -0.5388], [0.2889, 0.3335, 0.1167], [-1.9982, 3.2117, 0.6853], [-2.3691, 1.0553, -0.4775], [0.0229, 1.6712, 0.3229], [-4.9696, -0.7325, 0.2161], [-3.2404, -1.9115, 0.3285], [-1.5383, 2.2777, -0.3480], [0.5883, -0.1375, 1.0630], [1.1043, 0.1999, -0.6143], [-0.6068, -0.1817, -0.2557]],
  "homo_energy_ev": -3.886,
  "charge": -1,
  "homo_lumo_gap_ev": 7.40
}

5.
{
  "formula": "C2H3F2P",
  "method": "wB97M-V/def2-TZVPD",
  "symbols": ["C", "C", "F", "F", "P", "H", "H", "H"],
  "positions_angstrom": [[-0.7913, 0.0608, -0.3937], [0.3690, 0.5840, 0.4120], [0.5005, 0.0300, 1.6382], [0.8060, 1.8874, 0.5442], [0.7484, -0.3203, -1.1356], [-1.2274, -0.7450, 0.2149], [-1.5787, 0.6741, -0.8903], [1.1733, -2.1710, -0.3898]],
  "homo_energy_ev": -9.903,
  "charge": 0,
  "homo_lumo_gap_ev": 9.51
}

6.
{
  "formula": "C2H3F3",
  "method": "wB97M-V/def2-TZVPD",
  "symbols": ["C", "C", "F", "F", "F", "H", "H", "H"],
  "positions_angstrom": [[-0.3274, -1.0378, 0.1472], [0.3130, 0.9888, -0.1129], [-1.6346, -1.0328, -0.1136], [0.8295, 1.0635, -1.3355], [1.2563, 1.1989, 0.8007], [-0.1117, -1.2170, 1.1921], [0.2432, -1.5743, -0.6000], [-0.5683, 1.6106, 0.0220]],
  "homo_energy_ev": -9.514,
  "charge": 0,
  "homo_lumo_gap_ev": 10.65
}

Short version: E_tot = -332.30882 -407.45970 -730.60786 -901.61274 -618.96422 -377.51840 Ha, in the order given.
Short version: energy above the lowest of the compared OMol25 structures with the same formula, charge and spin = 93.5 186.2 46.5 61.1 89.8 67.6 kcal/mol, in the order given.